DFT (ωB97M-V/def2-TZVPD) results for C58H47N4O2P2Tl as an isolated structure at a distorted geometry.

The geometry in ORCA input format:
```
! RIJCOSX wB97M-V def2-TZVPD def2/J DEFGRID3
* xyz 0 1
Tl 0.204 0.297 -0.277
C 2.932 -1.488 -1.309
O 2.952 -0.192 -0.716
C 3.966 0.074 0.169
C 5.287 0.098 -0.270
C 6.304 0.463 0.594
C 6.010 0.826 1.904
C 4.703 0.805 2.345
C 3.671 0.407 1.497
N 2.299 0.401 1.922
N 2.187 0.409 3.172
C 0.925 0.484 3.796
C -0.110 1.330 3.454
O -0.088 2.001 2.255
C -1.133 1.615 4.392
C -1.175 0.986 5.598
C -0.186 0.031 5.951
C -0.240 -0.678 7.172
C 0.731 -1.582 7.498
C 1.803 -1.804 6.612
C 1.881 -1.127 5.427
C 0.882 -0.195 5.061
H 2.243 -1.429 -2.151
H 3.926 -1.774 -1.659
H 2.565 -2.224 -0.589
H 5.495 -0.146 -1.302
H 7.323 0.493 0.238
H 6.799 1.139 2.572
H 4.451 1.100 3.356
H -1.885 2.346 4.125
H -1.965 1.214 6.301
H -1.070 -0.494 7.840
H 0.683 -2.123 8.433
H 2.569 -2.521 6.872
H 2.705 -1.307 4.751
C -1.578 1.489 -2.908
P -0.106 0.515 -3.474
C -0.802 -0.344 -4.930
C -0.890 0.220 -6.200
C -1.504 -0.471 -7.233
C -2.049 -1.727 -7.004
C -1.979 -2.289 -5.739
C -1.353 -1.602 -4.711
C 0.974 1.785 -4.231
C 0.862 3.141 -3.934
C 1.782 4.055 -4.429
C 2.826 3.630 -5.233
C 2.949 2.279 -5.537
C 2.038 1.369 -5.033
C -2.572 0.572 -2.273
C -3.871 0.314 -2.679
C -4.380 -0.627 -1.762
C -3.355 -0.875 -0.862
C -3.371 -1.802 0.317
P -1.730 -1.843 1.139
C -0.776 -3.034 0.116
C 0.342 -3.645 0.687
C 1.116 -4.530 -0.042
C 0.800 -4.800 -1.367
C -0.298 -4.187 -1.948
C -1.086 -3.311 -1.211
C -2.068 -2.921 2.589
C -2.602 -4.204 2.475
C -2.837 -4.970 3.601
C -2.535 -4.468 4.862
C -2.002 -3.197 4.990
C -1.772 -2.430 3.855
N -2.238 -0.162 -1.175
H -2.019 2.024 -3.755
H -1.222 2.230 -2.183
H -0.477 1.203 -6.384
H -1.563 -0.027 -8.216
H -2.533 -2.262 -7.810
H -2.416 -3.260 -5.551
H -1.304 -2.029 -3.720
H 0.050 3.497 -3.314
H 1.676 5.104 -4.188
H 3.538 4.343 -5.623
H 3.759 1.937 -6.165
H 2.142 0.318 -5.274
H -4.376 0.752 -3.524
H -5.363 -1.066 -1.752
H -3.669 -2.818 0.034
H -4.077 -1.473 1.089
H 0.594 -3.438 1.721
H 1.968 -5.009 0.421
H 1.403 -5.492 -1.939
H -0.547 -4.390 -2.981
H -1.937 -2.829 -1.670
H -2.820 -4.611 1.495
H -3.248 -5.965 3.500
H -2.713 -5.072 5.740
H -1.756 -2.802 5.966
H -1.347 -1.435 3.955
C 2.266 5.032 -0.832
C 1.255 5.871 -0.392
C 0.095 5.316 0.122
C -0.013 3.930 0.182
N 0.965 3.124 -0.236
C 2.071 3.663 -0.733
C -1.263 3.263 0.629
C -2.446 3.536 -0.053
C -3.620 2.861 0.234
C -3.619 1.902 1.232
C -2.461 1.622 1.939
C -1.288 2.297 1.638
H 3.183 5.423 -1.248
H 1.365 6.945 -0.453
H -0.718 5.936 0.472
H 2.823 2.966 -1.080
H -2.421 4.263 -0.855
H -4.513 3.053 -0.340
H -4.515 1.343 1.451
H -2.469 0.860 2.704
*
```

Output
E (eV): -94234.780
Frontier orbital gap (eV): 5.6